{"formula": "C2H8N4O", "method": "wB97M-V/def2-TZVPD", "elements": ["C", "C", "N", "N", "N", "N", "O", "H", "H", "H", "H", "H", "H", "H", "H"], "xyz": [[-0.36, 0.79, -1.35], [-1.40, 2.70, -2.67], [-0.95, 1.62, -2.08], [0.21, 0.05, -0.64], [1.27, -1.98, 1.30], [0.56, -2.26, 2.56], [-1.38, 3.79, -1.95], [0.84, -0.74, -0.76], [-1.84, 2.50, -3.62], [2.04, -1.37, 1.57], [1.81, -2.87, 1.18], [-0.41, -2.25, 2.36], [0.79, -1.38, 3.18], [0.71, -3.16, 3.14], [-1.89, 4.54, -2.22]], "energy_ha": -374.5431, "multiplicity": 1, "relative_energy_kj_mol": 92.1, "homo_energy_ev": -18.68, "total_charge": 2, "e_lumo_ev": -8.213}